Record 1
{
  "formula": "C15H32BaNO2P2",
  "method": "wB97M-V/def2-TZVPD",
  "charge": 1,
  "de_lowest_ev": 4.892,
  "orbital_gap_ev": 5.4,
  "lumo_energy_ev": -3.0,
  "species": ["Ba", "P", "C", "C", "N", "C", "C", "C", "C", "C", "P", "H", "H", "H", "H", "H", "H", "H", "H", "O", "H", "H", "O", "H", "C", "H", "H", "H", "C", "H", "H", "H", "C", "H", "H", "H", "C", "H", "H", "H", "C", "C", "C", "C", "H", "H", "H", "H", "H", "H", "H", "H", "H"],
  "positions_angstrom": [[0.013562, 0.128828, 0.156015], [2.266245, -1.135605, 0.288153], [2.334775, -1.495676, -1.524703], [1.058739, -1.802005, -2.288145], [-0.084457, -1.282854, -1.844758], [-1.272145, -1.451593, -2.424372], [-1.348362, -2.230317, -3.572873], [-0.177516, -2.786206, -4.083498], [1.040460, -2.570282, -3.444322], [-2.493149, -0.829092, -1.770124], [-2.314008, 0.732921, -0.784464], [1.956916, -2.985100, -3.822093], [-2.299281, -2.388821, -4.048007], [-0.214690, -3.392022, -4.985818], [-3.233221, -0.552976, -2.535221], [-2.967780, -1.602200, -1.129534], [2.829341, -0.631028, -2.034017], [3.041140, -2.338154, -1.595052], [1.792492, 3.819746, -2.430125], [2.576354, 3.689496, -2.987992], [2.355404, 4.016158, -3.870167], [-1.542745, 4.892909, -0.350044], [-1.175029, 5.664239, -0.813401], [-1.605857, 6.441040, -0.423824], [-2.309021, 2.045236, -1.947148], [-3.290056, 1.995948, -2.420728], [-2.200094, 3.024999, -1.452864], [-1.534064, 1.978282, -2.729727], [-3.645256, 0.829247, 0.326807], [-3.592699, 1.745061, 0.933173], [-4.527933, 0.868320, -0.307658], [-3.731274, -0.027701, 1.012914], [2.122916, -2.697828, 1.094934], [3.043360, -3.226304, 0.839362], [2.070249, -2.580047, 2.190322], [1.260821, -3.313005, 0.781994], [3.704444, -0.262375, 0.717422], [3.722046, -0.019664, 1.790099], [4.521362, -0.942570, 0.486853], [3.845219, 0.673830, 0.153728], [-1.531263, 0.345773, 4.984374], [-0.191264, 0.803638, 4.391953], [0.973476, 0.086215, 5.121216], [-0.088371, 0.517730, 2.939211], [-1.668451, -0.734519, 4.849479], [-2.354261, 0.871503, 4.492108], [-1.566955, 0.570280, 6.056216], [-0.083339, 1.887701, 4.564566], [0.902117, -1.003028, 4.983606], [1.937151, 0.418673, 4.717124], [0.956417, 0.305266, 6.193658], [0.883397, 0.893046, 2.584775], [-0.196863, -0.571617, 2.803518]],
  "forces_ev_per_angstrom": [[0.803, 3.640, 5.344], [0.344, -1.004, -0.556], [1.351, -0.143, -0.406], [-0.293, -0.409, -0.236], [-0.195, -0.460, -0.444], [0.334, -0.244, -0.568], [0.122, 0.126, 0.075], [0.007, 0.064, 0.082], [-0.150, 0.023, 0.085], [-1.088, -0.032, -0.266], [-0.803, -0.448, -0.897], [0.158, -0.160, -0.157], [-0.173, -0.082, -0.190], [0.002, 0.109, 0.166], [0.057, -0.557, -0.091], [0.134, 0.454, -0.224], [-0.219, -0.521, 0.428], [-0.169, 0.127, -0.564], [0.340, 0.236, -0.469], [-0.310, -0.233, 0.208], [-0.076, 0.016, 0.296], [0.129, 0.661, -0.045], [-0.254, -0.329, 0.199], [0.144, -0.357, -0.096], [-1.030, 1.149, -1.216], [-0.058, 0.609, -0.545], [-0.101, -0.426, -0.163], [-0.249, -0.213, 0.416], [-2.197, 0.252, 0.275], [0.114, -0.304, -0.226], [-0.777, 0.058, 0.422], [0.283, 0.278, -0.330], [0.956, -1.409, 0.553], [-0.044, -0.677, 0.306], [0.030, 0.106, -0.448], [0.311, 0.480, -0.072], [2.193, 0.026, 0.255], [-0.133, -0.178, -0.326], [0.805, 0.352, 0.183], [-0.224, -0.405, 0.096], [0.230, 0.322, -0.017], [0.368, -0.442, 0.853], [-0.214, 0.340, 0.310], [-1.033, 0.491, -1.489], [0.020, 0.126, 0.003], [0.014, -0.114, 0.047], [-0.081, -0.121, -0.115], [-0.049, -0.241, -0.020], [-0.047, 0.234, 0.017], [-0.132, -0.058, 0.078], [0.118, -0.112, 0.035], [0.363, -0.241, -0.320], [0.368, -0.360, -0.237]]
}


Record 2
{
  "formula": "C27H33F3N2O3",
  "method": "wB97M-V/def2-TZVPD",
  "de_lowest_ev": 0.181,
  "orbital_gap_ev": 9.3,
  "lumo_energy_ev": 0.5,
  "species": ["C", "C", "C", "C", "C", "C", "O", "C", "C", "C", "C", "C", "C", "N", "C", "C", "N", "C", "O", "C", "C", "C", "C", "C", "C", "F", "F", "F", "C", "C", "C", "C", "O", "C", "C", "H", "H", "H", "H", "H", "H", "H", "H", "H", "H", "H", "H", "H", "H", "H", "H", "H", "H", "H", "H", "H", "H", "H", "H", "H", "H", "H", "H", "H", "H", "H", "H", "H"],
  "positions_angstrom": [[4.599297, 2.575951, -3.125453], [3.629782, 1.769823, -3.931572], [2.353334, 2.254805, -4.183977], [1.430925, 1.493821, -4.875802], [1.765278, 0.228215, -5.338731], [0.746772, -0.643622, -6.026371], [0.326432, -1.756300, -5.251636], [-0.382619, -1.446534, -4.077400], [0.534423, -1.368246, -2.837838], [1.064748, -2.757033, -2.477297], [2.149500, -2.754811, -1.394336], [3.416029, -2.041107, -1.858970], [2.468411, -4.194549, -0.993380], [-0.134694, -0.712896, -1.720992], [-1.378276, -1.264674, -1.228239], [-1.292677, -1.818205, 0.201714], [-1.401387, -0.784210, 1.207280], [-2.595017, -0.615206, 1.825971], [-3.560853, -1.318120, 1.597690], [-2.672326, 0.468887, 2.861794], [-3.517508, 1.553909, 2.660027], [-3.666223, 2.517666, 3.641863], [-2.984659, 2.404038, 4.841552], [-2.156944, 1.309823, 5.048951], [-1.391950, 1.147273, 6.332237], [-0.059800, 1.201074, 6.126066], [-1.670050, 2.087837, 7.242827], [-1.625346, -0.038065, 6.920633], [-1.996687, 0.340228, 4.068152], [-0.316944, 0.166443, 1.253424], [-0.263215, 1.040046, -0.008355], [0.459912, 0.371979, -1.170497], [1.524774, 0.810204, -1.563257], [3.049223, -0.250216, -5.109163], [3.967710, 0.511473, -4.412080], [5.615833, 2.212447, -3.254403], [4.558937, 3.626847, -3.404972], [4.335832, 2.497761, -2.070761], [2.075195, 3.232853, -3.819743], [0.437887, 1.884630, -5.052898], [1.173520, -1.092773, -6.927739], [-0.130025, -0.042260, -6.310975], [-0.925565, -0.498217, -4.189122], [-1.112128, -2.256698, -3.961455], [1.375824, -0.719282, -3.090499], [0.234052, -3.389595, -2.151753], [1.469334, -3.190323, -3.393646], [1.767559, -2.225420, -0.513184], [3.236369, -0.978147, -1.994732], [4.203597, -2.157362, -1.117427], [3.764756, -2.460471, -2.799736], [1.576866, -4.708278, -0.638347], [3.212911, -4.215272, -0.200764], [2.861723, -4.742798, -1.846435], [-1.661243, -2.080041, -1.891328], [-2.176660, -0.514716, -1.267228], [-2.126490, -2.504027, 0.367699], [-0.348219, -2.351053, 0.339542], [-4.061070, 1.634352, 1.730770], [-4.319982, 3.359805, 3.476557], [-3.098282, 3.149892, 5.612656], [-1.356322, -0.510468, 4.249566], [-0.443373, 0.808323, 2.125827], [0.627322, -0.377701, 1.361854], [0.301862, 1.946057, 0.214420], [-1.275303, 1.328336, -0.298954], [3.316592, -1.234102, -5.466801], [4.958220, 0.119254, -4.229966]],
  "forces_ev_per_angstrom": [[-0.049, -0.026, 0.055], [-0.049, 0.062, -0.086], [0.101, -0.007, -0.036], [0.010, -0.089, -0.086], [-0.109, -0.022, -0.103], [0.027, 0.065, -0.118], [0.143, -0.241, -0.042], [-0.057, 0.115, 0.276], [0.231, -0.233, -0.461], [0.100, 0.436, 0.241], [0.041, -0.221, -0.182], [-0.240, 0.076, 0.194], [-0.108, 0.291, 0.082], [0.051, -0.113, -0.335], [-0.143, -0.079, 0.382], [-0.352, -0.242, -0.208], [0.233, -0.265, 0.027], [0.030, 0.085, 0.170], [-0.313, -0.021, -0.054], [-0.144, -0.008, 0.265], [0.075, -0.070, -0.013], [-0.001, 0.019, -0.041], [0.129, -0.155, 0.076], [-0.005, 0.030, 0.072], [0.245, -0.049, 0.224], [0.075, 0.012, -0.178], [-0.195, 0.210, -0.037], [-0.141, -0.165, -0.091], [-0.145, 0.175, -0.060], [0.046, 0.372, -0.034], [0.276, 0.026, 0.045], [-0.273, 0.350, 0.308], [0.373, 0.178, 0.050], [-0.123, 0.040, -0.048], [-0.020, -0.011, -0.015], [0.085, 0.025, 0.017], [0.053, 0.074, 0.014], [0.052, 0.040, 0.110], [-0.027, 0.112, 0.062], [-0.108, 0.016, -0.024], [-0.081, 0.115, 0.049], [0.104, -0.059, 0.006], [-0.017, -0.023, 0.010], [-0.020, 0.124, 0.044], [-0.200, -0.152, 0.057], [-0.101, -0.109, -0.041], [0.001, -0.123, -0.044], [-0.017, -0.007, -0.002], [0.044, 0.109, -0.070], [0.130, -0.007, 0.059], [0.091, -0.084, -0.165], [-0.080, -0.113, 0.035], [0.093, -0.061, 0.076], [0.062, -0.113, -0.114], [-0.019, 0.046, 0.016], [-0.023, -0.140, -0.038], [0.173, 0.044, -0.036], [-0.018, -0.004, -0.038], [-0.077, -0.004, -0.089], [-0.063, 0.076, -0.028], [-0.002, 0.044, 0.055], [0.083, -0.094, -0.002], [0.102, -0.110, -0.145], [-0.031, 0.045, 0.072], [-0.025, -0.067, -0.108], [-0.050, 0.029, 0.041], [0.054, -0.131, -0.042], [0.116, -0.025, 0.025]]
}


Record 3
{
  "formula": "C2H10NO",
  "method": "wB97M-V/def2-TZVPD",
  "charge": 1,
  "de_lowest_ev": 1.649,
  "orbital_gap_ev": 9.9,
  "lumo_energy_ev": -4.2,
  "species": ["N", "H", "H", "H", "H", "C", "O", "C", "H", "H", "H", "H", "H", "H"],
  "positions_angstrom": [[-2.474594, 0.853095, 0.302419], [-2.037510, 1.508484, -0.395011], [-3.518315, 0.880828, 0.253337], [-2.087246, -0.015978, 0.122116], [-2.159059, 1.108299, 1.291190], [1.298490, -0.293060, 0.411220], [0.546487, 0.907862, 0.120544], [1.584876, -1.204726, -0.828926], [2.141938, 0.018539, 1.179402], [0.629631, -0.783220, 1.119362], [0.995053, 1.497586, -0.632448], [2.201939, -1.995445, -0.333238], [0.696180, -1.749749, -0.994922], [2.182128, -0.732518, -1.615042]],
  "forces_ev_per_angstrom": [[-0.581, 3.365, 1.365], [-0.441, -0.501, 0.943], [1.000, -0.198, -0.070], [0.756, -2.554, -0.605], [-0.409, -0.087, -1.619], [0.866, 1.044, 1.190], [0.728, 2.011, -2.734], [1.837, 0.242, 3.561], [-0.858, -0.718, -2.241], [-0.133, -0.535, -0.272], [-1.104, -2.188, 2.577], [0.053, 0.442, -0.742], [-1.070, -0.107, -1.314], [-0.644, -0.216, -0.039]]
}


Record 4
{
  "formula": "C9H13OP",
  "method": "wB97M-V/def2-TZVPD",
  "de_lowest_ev": 2.107,
  "orbital_gap_ev": 8.4,
  "lumo_energy_ev": 0.5,
  "species": ["C", "C", "C", "C", "C", "C", "C", "C", "P", "C", "O", "H", "H", "H", "H", "H", "H", "H", "H", "H", "H", "H", "H", "H"],
  "positions_angstrom": [[1.077815, -2.348916, -0.757662], [1.327263, -1.089782, -0.296480], [2.334443, -0.748404, 0.726231], [2.841789, 0.441635, 0.847626], [2.368551, 1.499595, -0.051066], [1.225953, 1.384447, -0.805834], [0.568375, 0.036015, -0.868634], [-0.695206, 0.396388, 0.040169], [-2.194156, -0.727941, 0.189350], [-3.211074, 0.553430, 1.135822], [-2.972007, -0.488582, -1.185531], [0.197822, -2.526439, -1.395744], [1.633415, -3.213857, -0.243689], [2.600842, -1.654485, 1.259720], [3.574655, 0.779681, 1.566888], [2.914365, 2.437478, 0.258298], [0.874861, 2.280431, -1.363189], [0.241552, -0.048045, -1.893083], [-1.029354, 1.414418, -0.311794], [-0.240209, 0.683978, 0.970479], [-4.280192, 0.170337, 1.255638], [-2.748020, 0.689204, 2.086982], [-3.079396, 1.355689, 0.426420], [-3.332096, -1.276285, -1.590908]],
  "forces_ev_per_angstrom": [[0.723, 0.127, 2.133], [0.157, -1.193, -1.245], [-0.947, -3.444, -0.446], [0.137, 1.799, -0.560], [-0.885, 1.446, 0.706], [3.618, 0.748, 0.639], [-2.094, 2.273, 0.495], [-0.395, 0.780, -1.507], [0.791, 0.022, 2.468], [-0.497, -2.152, -0.865], [-0.548, 0.654, -2.020], [0.833, -0.096, 0.089], [-1.066, 1.207, -1.093], [0.463, 0.377, 0.531], [0.111, -0.537, 0.147], [-1.027, -0.525, -1.324], [-0.042, -1.027, 0.379], [-0.197, -0.829, -0.330], [-0.157, -0.960, -0.017], [-0.165, -0.486, 1.062], [1.477, 0.731, -0.283], [0.181, 0.528, 0.706], [-0.596, 0.790, 0.345], [0.124, -0.234, -0.008]]
}